# 1
144
Properties=species:S:1:pos:R:3:forces:R:3 method="wB97M-V/def2-TZVPD" multiplicity=3 gap_ev="9.38 / 9.03" e_homo_ev="-9.041 / -9.352"
C 6.6534 -1.7430 1.2616 -0.195 -0.458 1.055
C 7.1559 -0.3456 1.9569 1.153 -0.424 0.403
C 7.8809 0.7155 0.9389 -0.612 0.791 0.206
C 7.0589 0.9864 -0.4660 1.236 0.741 -0.133
C 8.1497 1.7532 -1.4745 0.165 -1.037 -0.069
C 7.6180 1.8987 -3.0184 -0.193 -0.115 -0.152
C 6.3897 2.9622 -3.2356 0.420 0.770 -0.079
C 6.2590 4.1209 -2.0829 -0.396 1.086 -0.952
C 4.8763 4.9812 -2.4582 -0.204 -0.357 0.217
C 3.8702 5.1849 -1.1764 -0.512 0.833 -0.957
C 2.9761 3.8683 -0.7824 0.478 0.659 -0.115
C 1.4870 3.8074 -1.4658 0.169 -0.203 2.288
C 1.2609 4.3853 -2.9937 -0.089 0.005 -1.041
C 1.2621 3.2206 -4.1613 -0.744 0.122 -0.305
N 2.4532 2.2879 -4.1173 -0.496 -0.174 0.887
C 0.4433 4.5482 -0.3888 1.179 -0.622 0.588
C 0.6865 6.1275 -0.0243 -0.216 0.554 -0.665
C -0.4744 6.8145 0.9077 0.445 0.654 0.415
C -1.0977 5.8441 2.0727 -1.006 0.786 0.998
C -2.5074 5.0916 1.6561 0.393 -1.401 -1.095
C -2.3702 3.4357 1.8441 -0.118 0.044 -0.206
C -3.6251 2.6178 1.1242 -0.384 0.179 0.670
C -3.4993 0.9805 1.2473 -0.168 -0.195 0.583
C -4.6619 0.1624 0.4049 -0.582 -0.144 1.352
O -4.4245 0.1149 -1.0475 2.878 -2.888 -0.020
C -3.3910 -0.8675 -1.4134 3.103 -2.250 2.583
C -3.0380 -1.0969 -3.0288 -0.101 0.607 0.195
O -2.6592 -1.5852 -0.5537 -4.891 4.474 -4.545
O -0.8519 4.0958 -0.9199 0.865 -2.731 -0.531
C -0.6802 2.6463 -1.2589 -4.440 -1.625 -0.416
O -1.7399 1.9134 -1.6088 6.889 4.735 2.154
C 0.9307 2.2587 -1.1666 -1.246 0.107 -1.340
C 1.4874 1.4705 0.1586 -0.624 0.265 1.055
H 6.8824 -1.8352 0.1165 -0.519 0.296 2.266
H 7.1936 -2.6454 1.8245 -1.210 1.904 -1.378
H 5.5008 -1.8604 1.5012 2.372 0.092 -0.822
H 7.9824 -0.6542 2.7599 -1.804 0.812 -1.631
H 6.2855 0.1450 2.5753 1.649 -0.845 -1.461
H 7.9128 1.7658 1.4991 0.025 -2.168 -1.159
H 9.0166 0.4536 0.7091 -2.525 0.208 0.440
H 6.1163 1.6677 -0.2281 1.900 -1.537 -0.632
H 6.7391 0.0115 -1.0335 0.492 1.825 1.311
H 9.0880 1.0181 -1.5097 -1.947 1.569 0.046
H 8.5554 2.7549 -0.9986 -1.053 -1.899 -1.082
H 8.5012 2.2138 -3.7383 -1.687 -0.625 1.637
H 7.2468 0.8398 -3.4008 0.855 2.096 0.879
H 5.3238 2.4681 -3.3483 2.307 0.716 0.244
H 6.6236 3.5344 -4.2565 -0.790 -1.242 2.153
H 7.1408 4.9185 -2.1734 -1.678 -1.980 0.300
H 6.2380 3.7244 -0.9789 -0.071 0.639 -2.247
H 4.2891 4.3991 -3.3157 1.243 1.272 1.798
H 5.1649 6.0363 -2.8965 -0.568 -2.104 0.919
H 4.4873 5.6175 -0.2743 -1.249 -1.025 -1.642
H 3.0920 6.0297 -1.5023 1.716 -1.675 0.859
H 2.8059 3.9249 0.3973 0.470 -0.493 -2.639
H 3.5527 2.8941 -1.0962 -0.911 1.823 0.888
H 2.0937 5.1726 -3.3274 -1.639 -1.808 1.106
H 0.2303 4.9725 -3.1271 2.177 -1.390 0.664
H 1.2517 3.7733 -5.2072 0.024 -1.016 2.148
H 0.2849 2.5414 -4.1532 1.870 1.673 0.238
H 2.1357 1.3011 -3.9870 0.385 1.288 -0.198
H 3.0970 2.4830 -3.3197 -0.914 -0.033 -0.894
H 0.5110 4.0340 0.6726 0.271 0.794 -2.109
H 0.8234 6.7993 -0.9980 -0.331 -1.531 1.980
H 1.7100 6.2178 0.5771 -2.166 -0.592 -1.361
H -1.3114 7.3356 0.2377 1.649 -1.490 1.496
H 0.0536 7.7196 1.4791 -1.055 -1.923 -1.321
H -0.3153 5.0738 2.5330 -1.573 1.613 -1.255
H -1.3802 6.5621 2.9840 0.733 -1.512 -1.930
H -2.7226 5.2608 0.4952 0.483 -0.244 2.551
H -3.4453 5.4548 2.2545 1.946 -0.548 -1.019
H -1.3151 3.0620 1.4311 -2.336 0.833 0.725
H -2.3668 3.1941 2.9894 -0.065 0.374 -2.043
H -3.8126 2.9507 0.0152 0.727 -0.673 2.080
H -4.5938 2.9456 1.7310 1.880 -0.721 -1.279
H -2.4151 0.5843 0.9725 -2.425 0.878 0.342
H -3.6756 0.6964 2.3927 0.374 0.560 -2.411
H -5.7262 0.6801 0.5487 2.429 -0.887 -0.518
H -4.8092 -0.9520 0.7852 0.671 2.363 -0.661
H -3.4093 -0.2130 -3.7043 0.470 -1.736 1.504
H -3.5149 -2.1171 -3.3986 0.993 2.188 0.967
H -1.8532 -1.1355 -3.1628 -2.753 -0.060 0.686
H 1.0508 1.4570 -2.0103 -0.126 1.873 1.283
H 0.6575 0.6941 0.4805 1.790 1.419 -0.770
H 1.6596 2.1718 1.1045 -0.447 -1.424 -2.146
H 2.5114 0.9134 -0.0344 -2.256 1.195 0.121
C 2.2820 -4.0249 6.5014 -0.182 -0.247 -0.054
C 2.6492 -2.8736 5.5253 -0.134 -0.021 2.047
C 1.3891 -2.0175 5.2274 0.064 -0.061 -0.400
C 0.4011 -2.7036 4.2883 -0.038 -0.014 0.021
C 1.0905 -3.1681 3.0101 0.150 0.233 0.188
C 2.3431 -4.0462 3.2739 -0.585 -1.642 -1.053
N 3.2759 -3.4400 4.2835 0.741 4.424 -2.423
O 3.9661 -2.3929 3.6434 -1.402 -2.992 1.768
C 1.9014 -5.4588 3.7424 -0.108 -0.083 0.221
C 3.0411 -4.3305 1.9028 0.372 0.604 0.326
C 3.6457 -2.0021 6.3608 0.236 0.115 -0.812
H 1.3330 -4.5076 6.2677 0.121 -0.031 -0.105
H 3.0665 -4.7900 6.5250 -0.121 0.133 -0.099
H 2.1662 -3.6579 7.5280 0.119 0.171 -0.288
H 1.6854 -1.0615 4.7754 0.186 -0.173 0.035
H 0.8739 -1.7647 6.1619 0.295 -0.136 0.030
H -0.0842 -3.5476 4.7894 0.058 0.016 -0.009
H -0.4027 -2.0030 4.0319 0.093 -0.113 0.042
H 0.3672 -3.7173 2.3935 0.316 -0.091 0.063
H 1.3726 -2.2813 2.4271 0.184 -0.142 0.083
H 2.7613 -6.0504 4.0787 -0.111 0.184 -0.022
H 1.4290 -6.0167 2.9237 0.195 0.320 0.015
H 1.1595 -5.4471 4.5384 0.113 0.060 0.062
H 3.3307 -3.4154 1.3742 0.029 -0.101 0.310
H 2.3699 -4.8723 1.2243 -0.069 0.085 0.434
H 3.9382 -4.9482 2.0373 -0.148 0.171 0.059
H 4.5589 -2.5631 6.5956 -0.176 0.064 -0.126
H 3.1962 -1.6915 7.3127 -0.167 -0.309 -0.290
H 3.9326 -1.0757 5.8470 -0.023 -0.372 -0.073
C -7.8441 -2.9099 -4.2201 -0.030 0.252 0.177
C -7.8665 -4.3880 -3.7425 -0.584 0.841 -1.761
C -9.2714 -4.7359 -3.1816 0.177 -0.136 0.335
C -9.5407 -4.1283 -1.8079 -0.030 0.046 0.002
C -8.4302 -4.4808 -0.8243 -0.029 -0.210 -0.297
C -7.0127 -4.1242 -1.3469 0.563 1.214 1.544
N -6.7676 -4.6168 -2.7448 -0.949 -4.884 0.890
O -6.5481 -6.0055 -2.6692 -0.135 3.735 -0.378
C -6.8040 -2.5871 -1.2829 -0.109 0.149 -0.161
C -5.9611 -4.6668 -0.3234 -0.046 -0.547 -0.585
C -7.6562 -5.1940 -5.0679 0.326 -0.499 0.614
H -8.3484 -2.2247 -3.5388 0.148 -0.053 0.056
H -6.8173 -2.5582 -4.3728 -0.138 -0.096 0.109
H -8.3657 -2.7904 -5.1771 0.085 -0.297 0.172
H -9.3828 -5.8256 -3.1029 0.232 0.096 -0.064
H -10.0502 -4.4007 -3.8771 0.304 0.013 -0.106
H -9.6544 -3.0418 -1.8828 0.045 -0.036 -0.019
H -10.4966 -4.5053 -1.4249 0.116 0.071 -0.061
H -8.6213 -3.9698 0.1283 0.302 0.000 -0.151
H -8.4884 -5.5558 -0.6074 0.208 0.087 -0.123
H -5.8734 -2.2936 -1.7833 -0.192 -0.106 0.032
H -6.7321 -2.2412 -0.2438 0.016 -0.329 -0.152
H -7.6219 -2.0131 -1.7137 0.058 -0.052 -0.121
H -6.0398 -5.7481 -0.1645 -0.008 0.195 -0.277
H -6.0973 -4.2053 0.6629 -0.193 0.135 -0.374
H -4.9384 -4.4412 -0.6514 -0.219 -0.038 -0.017
H -6.6716 -4.9849 -5.5045 -0.148 -0.032 0.167
H -8.4123 -4.9263 -5.8171 0.080 0.218 0.391
H -7.7461 -6.2783 -4.9236 0.182 0.300 0.156

# 2
39
Properties=species:S:1:pos:R:3:forces:R:3 method="wB97M-V/def2-TZVPD" multiplicity=1 total_charge=+1 gap_ev=10.18 e_homo_ev=-13.228
C 3.5885 0.2666 -3.1188 -0.238 -0.042 -0.001
C 3.7311 0.2664 -1.6180 0.144 -0.236 0.326
O 2.4151 0.2752 -0.9879 -0.054 0.616 -0.438
B 1.9618 1.2928 -0.2429 -0.020 -0.277 0.119
O 2.4018 1.5579 1.0031 -0.010 0.268 -0.040
N 0.8420 2.1793 -0.8532 0.123 0.016 0.040
C 1.4647 3.2856 -1.6631 -0.100 -0.021 0.038
P -0.3554 1.2202 -1.9322 -0.084 -0.055 0.105
C -0.5240 -0.2939 -0.9314 0.044 -0.074 -0.244
C -1.8551 2.1174 -1.3816 0.074 0.045 -0.007
H 4.5512 0.0582 -3.5846 -0.004 0.026 0.004
H 3.2156 1.2167 -3.5044 0.064 0.020 0.028
H 2.8785 -0.5061 -3.4161 0.104 -0.046 -0.035
H 4.2252 -0.6382 -1.2691 -0.005 0.000 -0.028
H 4.3040 1.1201 -1.2484 0.002 -0.018 -0.033
H 2.0693 2.3335 1.4727 0.076 -0.180 -0.058
H 0.3065 2.6237 -0.1085 -0.094 -0.070 0.012
H 2.0773 2.8381 -2.4411 -0.008 0.031 0.003
H 0.6726 3.8764 -2.1190 0.041 -0.009 -0.032
H 2.0665 3.9250 -1.0190 0.028 -0.032 -0.011
H -1.5751 -0.5802 -1.0149 0.021 -0.090 0.088
H -0.2791 -0.1972 0.1276 -0.098 0.080 0.008
H 0.0839 -1.0788 -1.3777 0.040 0.014 0.113
H -2.6977 1.4470 -1.5644 -0.018 0.070 -0.081
H -1.8584 2.3471 -0.3131 -0.027 -0.044 0.007
H -2.0056 3.0290 -1.9600 -0.017 -0.019 0.044
C -2.5336 -3.8450 3.8535 -0.089 -0.017 -0.035
C -2.0525 -2.9792 2.7212 0.043 0.046 0.000
C -2.1764 -1.4779 2.9371 -0.162 -0.132 -0.026
O -2.4205 -0.9954 1.6073 0.104 0.172 0.151
C -2.9468 -2.0069 0.8727 0.003 0.013 0.020
O -3.3880 -1.8571 -0.2227 0.029 -0.018 -0.055
O -2.8772 -3.1626 1.5459 0.012 -0.047 -0.013
H -3.6057 -3.7126 3.9979 0.009 0.037 0.036
H -2.3391 -4.8961 3.6516 -0.002 -0.003 -0.011
H -2.0163 -3.5703 4.7735 0.014 -0.013 0.002
H -1.0311 -3.2394 2.4303 0.007 0.002 0.023
H -1.2807 -1.0112 3.3373 0.031 -0.005 -0.053
H -3.0374 -1.2282 3.5604 0.016 -0.007 0.033

# 3
20
Properties=species:S:1:pos:R:3:forces:R:3 method="wB97M-V/def2-TZVPD" multiplicity=1 gap_ev=9.72 e_homo_ev=-8.487
C -0.0244 0.5809 0.9259 0.384 0.487 -0.595
N 0.2405 -0.3818 -0.1467 -1.662 -0.130 0.177
C -0.8127 -1.3912 -0.3746 0.305 -0.136 0.050
C -1.3687 -2.0677 0.9027 0.695 -0.008 -1.178
C 0.4940 0.4201 -1.3183 0.259 -0.171 -0.175
C 1.5189 1.4141 -0.7847 0.116 -0.243 -0.302
C 0.9154 1.8049 0.5641 -0.819 -0.796 0.689
H 0.1235 0.0546 1.8662 0.295 0.516 0.249
H -1.0274 1.0241 0.9430 -0.414 -0.513 -0.190
H -1.6711 -1.0530 -0.9739 0.117 0.557 -0.002
H -0.3069 -2.1244 -1.0079 -0.205 -0.254 0.086
H -1.4539 -3.1207 0.6394 0.044 -0.162 0.509
H -0.6528 -1.8978 1.6959 -0.059 -0.397 0.369
H -2.3586 -1.7347 1.1839 -0.064 0.363 0.114
H 0.8199 -0.2011 -2.1573 0.278 0.014 0.127
H -0.4101 0.9428 -1.6886 0.001 0.065 0.227
H 2.4653 0.9054 -0.6082 0.062 -0.066 -0.233
H 1.6654 2.1952 -1.5299 0.115 0.377 0.397
H 1.5801 1.9630 1.4107 0.433 0.263 -0.388
H 0.2636 2.6672 0.4582 0.119 0.233 0.070

# 4
8
Properties=species:S:1:pos:R:3:forces:R:3 method="wB97M-V/def2-TZVPD" multiplicity=1 gap_ev=9.40 e_homo_ev=-8.710
C -0.9659 -0.6047 -0.0271 0.319 1.958 0.262
C 1.0717 0.8777 0.0177 2.437 -3.446 -0.493
H -1.4207 -0.6086 0.9693 -0.054 0.361 -0.328
H -0.3741 -1.5046 -0.0698 0.655 0.192 -0.589
H -1.7151 -0.4845 -0.8253 0.489 -0.235 0.445
H 1.3331 1.8797 0.0819 0.509 1.962 0.167
O -0.1891 0.7518 -0.0966 -3.071 -1.934 0.262
S 2.2602 -0.3069 -0.0501 -1.285 1.142 0.274

# 5
62
Properties=species:S:1:pos:R:3:forces:R:3 method="wB97M-V/def2-TZVPD" multiplicity=2 total_charge=+1 gap_ev="7.96 / 3.43" e_homo_ev="-11.569 / -11.569"
C -1.1559 4.1017 1.8835 0.761 0.451 0.130
O -1.9483 2.9794 1.7822 -1.167 -0.628 0.916
H -1.1963 4.5441 2.8789 -0.544 0.075 -0.030
H -0.1088 3.8109 1.7987 0.410 0.252 -0.442
H -1.4519 4.8166 1.1158 0.364 0.445 0.094
H -1.7030 2.5115 0.9806 -0.012 -0.415 -0.369
C -1.5458 -3.4602 0.7242 -0.622 0.562 -0.499
O -0.2344 -3.7294 1.1465 1.158 -0.230 0.641
H -1.8843 -4.2427 0.0451 -0.065 -0.032 0.095
H -2.2469 -3.3489 1.5513 -0.001 -0.143 -0.008
H -1.5228 -2.5135 0.1843 -0.272 0.063 -0.129
H -0.2134 -3.7609 2.1058 -0.141 -0.125 -0.074
C -0.1378 0.6294 0.6971 0.557 -0.509 -0.126
O -1.1206 1.2879 -0.0410 0.988 1.387 0.430
H -0.4261 0.3943 1.7216 -0.461 -0.297 0.007
H 0.2017 -0.2518 0.1526 -0.100 -0.476 0.183
H 0.7696 1.2189 0.8280 -0.120 0.616 -0.315
H -1.7005 0.7386 -0.5735 -0.596 -0.864 -0.397
C 2.8144 0.1766 -2.5701 -0.798 -0.419 -1.515
O 4.1231 0.4616 -2.2644 1.960 0.690 1.017
H 2.4239 0.9215 -3.2635 -0.106 0.337 0.194
H 2.8197 -0.7224 -3.1864 -0.802 -0.423 0.429
H 2.1771 0.1650 -1.6859 -0.151 -0.365 0.043
H 4.6917 -0.2958 -2.4213 -0.123 0.139 -0.107
C 3.7813 1.9794 1.5458 0.774 -0.827 1.758
O 3.9939 1.4092 2.9202 -0.726 -0.116 -1.579
H 4.7450 2.0149 1.0378 -0.104 0.298 -0.057
H 3.1654 1.2458 1.0257 -0.103 0.139 0.116
H 3.2828 2.9479 1.5860 0.096 -0.101 0.003
H 4.5660 1.9471 3.4723 0.050 0.382 -0.349
C -4.0261 0.0915 1.5125 -0.573 0.894 0.401
O -4.8918 0.2702 2.6392 0.263 -0.257 -0.130
H -3.8374 1.0856 1.1072 0.242 -0.043 -0.368
H -3.0801 -0.2997 1.8868 0.142 -0.486 -0.564
H -4.5437 -0.4971 0.7550 0.335 -0.247 0.239
H -4.3289 0.7726 3.2328 -0.391 0.180 0.430
C -0.3266 -1.5717 -2.5263 0.241 0.402 -0.095
O 0.2115 -1.6596 -3.8700 -0.572 -0.260 1.388
H 0.2411 -2.1628 -1.8076 0.351 -0.208 -0.027
H -0.2715 -0.5380 -2.1850 -0.071 0.032 -0.275
H -1.3602 -1.9047 -2.4328 -0.112 0.111 -0.344
H 0.1595 -2.6064 -4.0202 0.183 -0.092 -0.659
C 2.8283 -2.3308 3.3155 -1.129 0.625 -0.263
S 4.2583 -2.2347 2.1658 -1.045 -1.940 0.702
O 5.0488 -3.5012 2.5341 -0.627 1.609 -0.884
C 3.3781 -2.4609 0.5466 0.639 -0.423 -0.371
H 2.2479 -3.2231 3.0807 0.660 -0.446 0.012
H 2.0985 -1.5537 3.0883 0.444 0.567 -0.427
H 3.0067 -2.2120 4.3842 0.867 -0.254 -0.261
H 2.7098 -1.6199 0.3617 -0.087 -0.026 0.475
H 2.9017 -3.4412 0.5337 -0.427 0.164 0.612
H 4.0523 -2.5261 -0.3074 0.617 0.386 0.400
C -2.8023 0.9863 -4.0246 -0.726 -1.010 -0.401
S -3.7956 0.8005 -2.4672 1.762 1.427 -0.584
O -2.9207 0.0783 -1.4869 -0.202 -0.550 -0.060
C -3.5589 2.5560 -2.0780 -0.024 0.388 0.441
H -1.7572 1.2857 -3.9462 -0.194 0.202 0.692
H -3.3347 1.6401 -4.7155 -0.076 0.181 0.201
H -2.8060 0.0069 -4.5030 -0.006 -0.132 0.069
H -4.1254 3.1346 -2.8077 -0.048 0.080 0.171
H -2.5095 2.8504 -2.0929 0.173 -0.416 -0.528
H -3.8244 2.8084 -1.0514 -0.711 -0.327 -0.055